Molecular formula: C5H4O
Method: DFT, the ωB97M-V functional and the def2-TZVPD basis

Element x y z (Å)
C (-0.48070, 0.59734, -0.51106)
C (0.84819, 0.67227, -0.96949)
C (-0.13256, 1.73344, -1.18116)
C (0.00158, -2.80985, 1.78303)
C (0.68612, -1.99624, 1.25129)
O (-0.56298, 2.95088, -1.38817)
H (-1.27064, 0.29904, 0.05987)
H (-0.42119, -3.48368, 2.49501)
H (0.12156, 3.45400, -1.95855)
H (1.21063, -1.41720, 0.41923)

Forces on atoms 1 to 2 (eV/Å):
1.65 3.32 -2.27
-0.64 0.78 -0.52

SMILES string: OC1=C=C1.C#C
Orbital gap in eV: 9.4
HOMO level in eV: -9.0
Maximum force in eV Å⁻¹: 4.4
Energy relative to the best compared isomer or geometry (same formula, charge and spin) in eV: 5.385
Energy in Eh: -267.9145



Molecular formula: C5H36O15
Method: DFT, the ωB97M-V functional and the def2-TZVPD basis

Element x y z (Å)
C (-1.10668, 0.90265, 1.71175)
C (2.97961, 1.73377, -0.82394)
C (1.88663, 1.02298, -0.72018)
O (1.73054, -0.09932, -1.50124)
C (0.71116, 1.29325, 0.06571)
C (-0.18103, 0.46486, 0.64978)
H (-0.57700, 1.52049, 2.46875)
H (-1.90824, 1.44651, 1.32276)
H (-1.43708, 0.24615, 2.49665)
H (3.91593, 1.51186, -1.38399)
H (3.21203, 2.59879, -0.20526)
H (1.68245, 0.07330, -2.47471)
H (0.77657, 2.38375, 0.47811)
H (-0.07429, -0.56554, 0.17752)
H (-3.79720, 0.15646, -1.27145)
H (-4.75144, -0.98093, -0.95943)
O (-4.58058, -0.05343, -0.88468)
H (-4.05141, -1.29116, 1.71944)
H (-2.74890, -1.63824, 1.05502)
O (-3.69116, -1.94939, 1.04638)
H (0.51864, -1.26710, -4.09461)
H (-0.23970, -2.59573, -3.84380)
O (0.54992, -2.21265, -4.31586)
H (2.19854, 1.89949, 3.86743)
H (1.24926, 1.29080, 2.78832)
O (1.47426, 2.07964, 3.24016)
H (-2.83954, 2.12171, -2.31676)
H (-2.01992, 2.10078, -0.99318)
O (-2.09878, 1.67738, -1.81548)
H (2.37432, 4.23783, 1.09328)
H (1.67886, 3.31076, 2.24758)
O (1.53676, 3.92452, 1.47908)
H (-1.53596, -0.82356, -2.09644)
H (-0.10016, -0.82974, -1.50651)
O (-0.79910, -1.36771, -1.92163)
H (-2.32500, -3.64718, -1.01784)
H (-3.11494, -3.45728, -0.02183)
O (-2.59158, -4.15546, -0.31936)
H (2.23822, -1.70878, -0.84943)
H (2.69657, -2.93478, 0.14933)
O (2.01758, -2.45103, -0.22042)
H (-1.96444, 4.14428, 0.52134)
H (-0.51027, 3.64434, 0.45554)
O (-1.36723, 3.74378, 0.00896)
H (4.55827, -0.68875, 2.03051)
H (4.04611, -2.26057, 2.41500)
O (3.93575, -1.40882, 1.96945)
H (0.08696, 2.14239, -2.90524)
H (-0.85108, 1.53100, -3.86500)
O (-0.14930, 1.35490, -3.44330)
H (-0.43579, -2.58940, 1.03848)
H (1.00948, -2.80958, 1.13343)
O (0.25155, -2.45583, 1.68368)
H (0.85028, -1.36716, 2.91092)
H (0.51117, -1.82954, 4.19085)
O (0.77394, -1.07417, 3.73757)

Forces on atoms 1 to 2 (eV/Å):
1.32 0.26 1.96
2.82 1.41 0.39

Orbital gap in eV: 9.2
HOMO level in eV: -9.1
Maximum force in eV Å⁻¹: 11.0
Energy relative to the best compared isomer or geometry (same formula, charge and spin) in eV: 5.234
Energy in Eh: -1340.5301



Molecular formula: C4H13NO2
Method: DFT, the ωB97M-V functional and the def2-TZVPD basis

Element x y z (Å)
C (0.61315, -0.07174, 2.13971)
C (0.32825, 0.84676, 0.94744)
C (0.64858, 0.09659, -0.35406)
C (0.70764, 0.96405, -1.61947)
O (1.15637, 2.27664, -1.26215)
N (-1.08091, 1.24608, 0.94516)
H (1.48487, -0.71644, 1.98322)
H (-0.15883, -0.83068, 2.26243)
H (0.70536, 0.48801, 3.04665)
H (1.00926, 1.69574, 1.02604)
H (1.58812, -0.44129, -0.22947)
H (-0.16531, -0.61509, -0.53139)
H (1.41453, 0.56329, -2.34848)
H (-0.28713, 1.06453, -2.05354)
H (1.60340, 2.76013, -1.96176)
H (-1.42012, 1.45158, 0.02049)
H (-1.19958, 2.05590, 1.53026)
H (-1.71717, -3.82322, -1.10643)
H (-2.29014, -4.36476, 0.24131)
O (-1.96941, -4.61756, -0.63433)

Forces on atoms 1 to 2 (eV/Å):
-0.14 -0.93 -0.67
0.24 -0.75 -0.27

SMILES string: C[C@H](N)CCO.O
Orbital gap in eV: 9.9
HOMO level in eV: -9.2
Maximum force in eV Å⁻¹: 1.2
Energy relative to the best compared isomer or geometry (same formula, charge and spin) in eV: 0.792
Energy in Eh: -365.4134



Molecular formula: C2H9N3O
Method: DFT, the ωB97M-V functional and the def2-TZVPD basis

Element x y z (Å)
C (0.03146, 0.03005, 0.57856)
C (0.12073, 0.60942, -1.01183)
N (1.22031, -0.39045, 1.03020)
N (-1.04655, 0.30469, 1.30999)
N (-0.09049, -0.38618, -2.08181)
O (-0.94169, -0.11937, 2.62375)
H (-0.59561, 1.42613, -1.17589)
H (1.08438, 0.96079, -0.98119)
H (2.12277, -0.64586, 0.50494)
H (1.33599, -0.70746, 2.03132)
H (-1.96735, 0.52613, 0.97810)
H (0.63662, -1.19522, -2.19337)
H (-0.21008, 0.04694, -3.06614)
H (-0.95758, -0.94956, -1.85977)
H (-0.74291, 0.48996, 3.31314)

Forces on atoms 1 to 2 (eV/Å):
1.11 1.25 -2.63
-2.37 -1.10 2.80

SMILES string: N/C(C[NH3+])=[NH+]\O
Orbital gap in eV: 11.1
HOMO level in eV: -19.8
Net charge: +2
Maximum force in eV Å⁻¹: 3.8
Energy relative to the best compared isomer or geometry (same formula, charge and spin) in eV: 1.932
Energy in Eh: -320.3670



Molecular formula: C27H39BN6PdS3
Method: DFT, the ωB97M-V functional and the def2-TZVPD basis

Element x y z (Å)
Pd (-0.19363, -4.09262, 0.37698)
C (4.45145, -2.92339, -1.36590)
C (3.20058, -2.09239, -1.40430)
C (3.05166, -0.99183, -2.19846)
C (1.84771, -0.24193, -2.21023)
N (0.83296, -0.60900, -1.47615)
N (0.97953, -1.69656, -0.71374)
B (-0.20066, -2.01220, 0.20964)
N (0.11984, -1.48291, 1.63053)
N (0.75468, -0.30610, 1.62518)
C (1.12478, 0.19212, 2.78244)
C (0.85548, -0.51541, 3.97965)
C (0.19977, -1.71445, 3.96525)
C (-0.06597, -2.53662, 5.19487)
C (-0.16235, -2.19141, 2.69717)
S (-0.96810, -3.71992, 2.48046)
C (1.87576, 1.52127, 2.73502)
C (2.26787, 1.98161, 4.13693)
C (3.13545, 1.33984, 1.87388)
C (0.96649, 2.56697, 2.07788)
N (-1.61849, -1.56636, -0.28423)
N (-1.78337, -0.23348, -0.30767)
C (-2.96449, 0.22437, -0.65600)
C (-4.04408, -0.66042, -0.88653)
C (-3.87337, -2.01096, -0.86557)
C (-5.00810, -2.97338, -1.09572)
C (-2.56376, -2.45934, -0.58781)
S (-2.17971, -4.16171, -0.69529)
C (-3.16175, 1.72258, -0.83748)
C (-4.28873, 2.20058, 0.09316)
C (-1.88313, 2.49061, -0.52790)
C (-3.55589, 1.96430, -2.30763)
C (2.07873, -2.44854, -0.62838)
S (2.09927, -3.85959, 0.39910)
C (1.64384, 1.03662, -3.02498)
C (1.54056, 2.20486, -2.02916)
C (0.34132, 0.92010, -3.83075)
C (2.81119, 1.28685, -3.97996)
H (5.21476, -2.49871, -2.01302)
H (4.24643, -3.94475, -1.69526)
H (4.84921, -2.98690, -0.35092)
H (3.87250, -0.68889, -2.83480)
H (1.22296, -0.12807, 4.92306)
H (0.24867, -2.00617, 6.09107)
H (0.47666, -3.48525, 5.14206)
H (-1.12964, -2.77399, 5.29661)
H (2.94897, 1.27994, 4.62880)
H (1.39535, 2.13939, 4.77806)
H (2.78902, 2.93726, 4.05977)
H (3.80591, 0.58872, 2.30389)
H (3.67988, 2.28598, 1.82171)
H (2.87129, 1.03557, 0.85711)
H (0.04295, 2.71065, 2.64819)
H (0.71103, 2.25776, 1.06380)
H (1.48738, 3.52631, 2.03002)
H (-5.03122, -0.25202, -1.07499)
H (-5.91357, -2.43443, -1.36952)
H (-5.20527, -3.54795, -0.18874)
H (-4.78149, -3.68737, -1.88791)
H (-4.05002, 1.99996, 1.14186)
H (-5.25302, 1.73969, -0.13711)
H (-4.41171, 3.27950, -0.02343)
H (-1.57051, 2.33168, 0.50365)
H (-2.06552, 3.55825, -0.67074)
H (-1.06354, 2.18805, -1.18965)
H (-4.49662, 1.47331, -2.57285)
H (-2.77748, 1.60925, -2.98935)
H (-3.68717, 3.03622, -2.47296)
H (0.78004, 2.00887, -1.26774)
H (1.27655, 3.12165, -2.56096)
H (2.49767, 2.37235, -1.52458)
H (-0.50733, 0.68868, -3.18035)
H (0.41939, 0.13663, -4.58971)
H (0.14182, 1.86515, -4.34036)
H (3.75473, 1.44458, -3.45019)
H (2.60891, 2.19429, -4.55014)
H (2.93868, 0.47258, -4.69866)

Forces on atoms 1 to 2 (eV/Å):
-0.08 -0.37 -0.27
-0.13 0.10 0.00

Orbital gap in eV: 6.0
HOMO level in eV: -14.6
Net charge: +2
Maximum force in eV Å⁻¹: 1.1
Energy in Eh: -2727.6459



Molecular formula: C9H10N3
Method: DFT, the ωB97M-V functional and the def2-TZVPD basis

Element x y z (Å)
C (-1.78825, -1.84751, -0.31546)
C (-2.51477, -0.75427, -1.10643)
C (-0.86878, -1.60785, 0.58388)
C (2.68635, 1.51191, 0.75142)
C (0.45782, 0.64537, -1.63000)
C (-1.90619, 0.02562, -1.93219)
C (-0.62996, -0.27087, 1.20621)
C (1.85716, 0.76561, 1.75402)
C (0.72430, 0.29534, 0.88685)
N (2.18269, 1.39002, -0.39806)
N (0.95980, 0.76359, -0.33405)
N (-0.67153, 0.27159, -2.29672)
H (-2.24646, -2.83061, -0.52747)
H (-3.48620, -0.58069, -0.77662)
H (-0.50736, -2.56576, 0.90692)
H (3.74040, 1.93303, 1.03013)
H (0.98860, 1.36877, -2.14447)
H (-1.47754, 0.36514, 0.77625)
H (-0.86057, -0.37260, 2.24548)
H (2.34890, -0.22521, 2.09111)
H (1.60037, 1.42512, 2.62806)
H (-0.58876, 0.29428, -3.39887)

Forces on atoms 1 to 2 (eV/Å):
-2.21 0.45 -2.29
1.21 -1.15 1.56

Orbital gap (spin up / spin down) in eV: 7.2 / 7.1
HOMO level (spin up / spin down) in eV: -11.9 / -12.0
Net charge: +1
Maximum force in eV Å⁻¹: 3.2
Energy relative to the best compared isomer or geometry (same formula, charge and spin) in eV: 5.297
Energy in Eh: -512.7303